--- P ---
This record from the Open Molecules 2025 dataset describes the ion C4H11N2O2 with charge +1. The level of theory is ωB97M-V with the def2-TZVPD basis set.

```
19
Properties=species:S:1:pos:R:3
N -0.054 -1.256 -2.301
C 0.264 -0.552 -1.027
C -1.018 -0.372 -0.322
N -1.005 -0.171 1.022
C 0.191 0.186 1.815
C 0.997 1.384 1.394
O 2.153 1.011 0.654
O -2.079 -0.294 -0.930
H 0.698 -1.335 -2.994
H -0.827 -0.772 -2.797
H -0.411 -2.152 -1.966
H 1.038 -1.132 -0.460
H 0.775 0.390 -1.314
H -1.923 0.066 1.366
H -0.343 0.451 2.774
H 0.641 -0.794 2.000
H 1.020 2.148 2.202
H 0.566 2.178 0.684
H 2.868 1.652 0.636
```

Properties
* frontier orbital gap: 10.03 eV
* 2S+1: 1
* E_LUMO: -3.649 eV
* charge: +1
* HOMO: -13.7 eV
* structure (SMILES): [NH3+]CC(=O)NCCO

=====

--- Q ---
This record from the Open Molecules 2025 dataset describes the ion C4H11N2O2 with charge +1. The level of theory is ωB97M-V with the def2-TZVPD basis set.

```
19
Properties=species:S:1:pos:R:3
C 0.351 -0.485 -0.808
C -1.598 -0.170 0.127
C -0.403 1.978 -0.585
C 1.573 -0.821 -0.038
N -0.836 -1.274 -0.486
N -0.345 0.637 0.006
O -2.102 -0.518 1.316
O 1.286 -0.846 1.347
H 0.620 -0.029 -1.697
H -2.364 0.193 -0.537
H -0.705 1.733 -1.685
H -1.320 2.499 -0.134
H 0.463 2.520 -0.625
H 2.399 -0.127 -0.329
H 1.855 -1.781 -0.426
H -1.273 -2.036 -0.846
H 0.179 0.637 0.920
H -1.590 -1.123 1.849
H 2.073 -0.819 1.928
```

Properties
* frontier orbital gap: 11.35 eV
* 2S+1: 1
* E_LUMO: -2.829 eV
* charge: +1
* HOMO: -14.2 eV
* structure (SMILES): C[N@H+]1[C@H](O)N[C@@H]1CO

=====

Stability check: which of them is least stable? Q.

=====

--- P ---
This record from the Open Molecules 2025 dataset describes a cluster of 9 separate species, C10H38N8O9 in total. The level of theory is ωB97M-V with the def2-TZVPD basis set.

```
65
Properties=species:S:1:pos:R:3
C -20.298 19.627 17.324
C -19.520 20.150 16.138
O -18.555 21.144 16.449
H -20.935 20.431 17.694
H -19.662 19.299 18.150
H -20.987 18.818 17.079
H -20.332 20.477 15.402
H -19.124 19.282 15.661
H -17.994 20.790 17.151
C -21.070 14.348 14.687
O -21.846 13.170 14.929
N -20.299 14.934 15.534
N -21.338 15.109 13.705
H -20.168 14.345 16.395
H -19.763 15.798 15.489
H -22.047 14.810 13.025
H -20.851 15.943 13.540
C -20.768 15.806 19.390
O -21.955 15.077 19.314
N -19.666 15.283 19.841
N -20.560 16.861 18.684
H -19.756 14.463 20.426
H -18.785 15.776 19.965
H -21.420 17.212 18.192
H -19.662 17.327 18.612
C -24.121 14.103 12.330
O -25.298 14.649 12.804
N -23.259 14.787 11.623
N -23.812 12.869 12.485
H -23.523 15.836 11.594
H -22.366 14.416 11.236
H -24.311 12.480 13.303
H -22.865 12.424 12.333
C -22.452 11.911 18.112
O -22.264 10.823 17.254
N -22.376 13.095 17.592
N -22.582 11.876 19.365
H -22.380 13.163 16.592
H -22.468 13.963 18.192
H -22.486 10.970 19.875
H -22.585 12.718 19.907
C -25.138 12.877 15.660
O -25.286 11.938 14.557
H -24.843 12.396 16.555
H -26.093 13.402 15.831
H -24.342 13.559 15.309
H -25.107 11.052 14.911
C -20.664 18.114 13.557
O -19.666 17.279 14.098
H -21.520 18.408 14.198
H -20.942 17.813 12.582
H -20.127 19.050 13.420
H -18.937 17.360 13.477
C -23.562 16.412 15.756
O -22.375 16.666 16.349
H -23.580 16.021 14.779
H -24.143 17.338 15.729
H -24.107 15.668 16.344
H -21.772 15.975 16.060
C -23.965 18.490 12.388
O -23.683 17.364 11.596
H -23.557 19.480 12.036
H -23.598 18.277 13.396
H -25.046 18.627 12.474
H -24.079 17.502 10.732
```

Properties
* frontier orbital gap: 7.32 eV
* 2S+1: 1
* E_LUMO: -0.291 eV
* charge: 0
* HOMO: -7.6 eV
* structure (SMILES): NC(N)=O.NC(N)=O.NC(N)=O.NC(N)=O.CCO.CO.CO.CO.CO

=====

--- Q ---
This record from the Open Molecules 2025 dataset describes a cluster of 9 separate species, C10H38N8O9 in total. The level of theory is ωB97M-V with the def2-TZVPD basis set.

```
65
Properties=species:S:1:pos:R:3
C -4.021 13.031 -4.739
C -3.244 13.885 -5.804
O -3.117 15.226 -5.515
H -3.746 12.037 -4.856
H -5.096 13.181 -4.802
H -3.808 13.308 -3.754
H -3.836 13.889 -6.746
H -2.309 13.396 -5.968
H -3.993 15.581 -5.775
C -5.323 20.832 -2.669
O -5.740 21.006 -3.971
N -4.631 19.793 -2.271
N -5.477 21.744 -1.770
H -4.697 18.828 -2.711
H -4.249 19.807 -1.306
H -6.061 22.514 -2.159
H -5.853 21.448 -0.857
C 0.102 15.677 -5.078
O -0.277 14.710 -4.121
N 1.237 15.881 -5.669
N -0.682 16.407 -5.769
H 1.608 14.879 -5.710
H 2.036 16.119 -4.970
H -1.625 15.932 -5.689
H -0.940 17.300 -5.234
C -1.561 11.541 -2.902
O -1.984 10.475 -2.146
N -1.663 12.754 -2.509
N -1.050 11.442 -4.055
H -1.789 12.810 -1.538
H -1.470 13.571 -3.013
H -0.920 10.509 -4.390
H -0.661 12.181 -4.623
C -2.285 19.046 0.096
O -3.161 20.148 0.004
N -1.007 19.231 0.037
N -2.599 17.793 0.308
H -0.767 20.226 -0.301
H -0.377 18.423 -0.095
H -3.644 17.504 0.347
H -1.924 17.063 0.363
C -2.974 16.831 -2.696
O -4.286 17.130 -3.070
H -2.958 15.975 -2.056
H -2.393 17.698 -2.395
H -2.562 16.546 -3.673
H -4.756 16.271 -3.339
C 0.221 18.672 -3.462
O -0.775 18.639 -4.428
H 0.942 19.459 -3.737
H 0.755 17.768 -3.522
H -0.266 18.749 -2.539
H -1.500 19.171 -4.137
C -7.272 15.983 -3.126
O -6.376 15.099 -3.833
H -7.973 16.365 -3.879
H -6.806 16.724 -2.525
H -7.806 15.471 -2.319
H -6.990 14.402 -4.124
C -5.066 14.676 -0.673
O -4.421 14.820 0.565
H -5.203 15.691 -1.082
H -5.983 14.173 -0.592
H -4.451 14.044 -1.296
H -4.835 15.535 1.000
```

Properties
* frontier orbital gap: 8.27 eV
* 2S+1: 1
* E_LUMO: -0.106 eV
* charge: 0
* HOMO: -8.4 eV
* structure (SMILES): NC(N)=O.NC(N)=O.NC(N)=O.NC(N)=O.CCO.CO.CO.CO.CO

=====

Stability check: which of them is least stable? Q.

=====

--- P ---
This record from the Open Molecules 2025 dataset describes the molecule C2H6OS4. The level of theory is ωB97M-V with the def2-TZVPD basis set.

```
13
Properties=species:S:1:pos:R:3
C -1.189 0.156 0.383
C 1.223 -0.123 -0.161
O 0.041 0.683 0.093
S -1.803 -0.966 -1.099
S -2.437 1.284 0.804
S 2.539 0.969 -0.833
S 1.941 -0.870 1.459
H -1.120 -0.541 1.246
H 0.813 -0.968 -0.766
H -2.484 0.075 -1.648
H -2.317 2.088 -0.414
H 3.473 0.169 -0.489
H 1.319 -1.957 1.426
```

Properties
* frontier orbital gap: 9.73 eV
* 2S+1: 1
* E_LUMO: 0.535 eV
* charge: 0
* HOMO: -9.2 eV
* structure (SMILES): SC(S)OC(S)S

=====

--- Q ---
This record from the Open Molecules 2025 dataset describes a cluster of 2 separate species, C2H6OS4 in total. The level of theory is ωB97M-V with the def2-TZVPD basis set.

```
13
Properties=species:S:1:pos:R:3
C 1.090 -0.658 -0.443
C -0.697 1.081 0.919
O 0.048 -0.813 0.299
S 1.735 -2.051 -1.525
S 2.775 -0.252 0.638
S -0.615 1.959 -0.526
S -2.037 0.552 1.938
H 1.061 0.262 -1.098
H 0.158 1.374 1.575
H 0.613 -2.747 -2.014
H 2.801 -1.468 1.122
H -1.621 1.297 -1.231
H -2.967 0.621 0.992
```

Properties
* frontier orbital gap: 7.52 eV
* 2S+1: 1
* E_LUMO: -0.925 eV
* charge: 0
* HOMO: -8.4 eV

=====

Stability check: which of them is least stable? Q.

=====

--- P ---
This record from the Open Molecules 2025 dataset describes a structure of composition C26H30N6OSTl. The level of theory is ωB97M-V with the def2-TZVPD basis set.

```
65
Properties=species:S:1:pos:R:3
Tl 1.258 -0.889 -0.362
N 1.243 1.895 -3.863
C 1.538 1.017 -2.887
O 1.622 1.369 -1.710
C 1.754 -0.418 -3.330
C 2.399 -1.287 -2.272
H 1.087 2.860 -3.629
H 1.151 1.605 -4.820
H 2.388 -0.383 -4.223
H 0.785 -0.820 -3.639
H 3.422 -0.981 -2.061
H 2.350 -2.346 -2.499
C 4.339 -2.061 4.305
N 3.058 -1.368 4.252
C 2.599 -0.464 5.195
C 1.374 -0.078 4.825
N 1.065 -0.767 3.645
C 2.137 -1.555 3.279
S 2.393 -2.547 1.935
C -0.183 -0.690 2.965
C -1.266 0.107 3.574
C -2.315 0.423 2.820
C -2.354 0.007 1.386
C -1.452 -1.205 1.055
N -0.278 -1.324 1.883
H 4.865 -1.737 5.198
H 4.935 -1.825 3.427
H 4.181 -3.136 4.339
H 3.191 -0.161 6.042
H 0.716 0.637 5.279
H -1.231 0.368 4.622
H -3.142 0.988 3.239
H -3.375 -0.138 1.033
H -1.915 -2.186 0.953
N 4.378 -0.116 0.889
N 3.116 0.532 0.596
H 4.793 -0.353 -0.004
H 4.123 -1.008 1.310
H 3.295 1.250 -0.099
H 2.851 1.030 1.439
C -3.346 3.997 -1.919
C -2.197 3.367 -2.384
C -1.613 2.350 -1.646
C -2.177 1.933 -0.444
C -3.320 2.573 0.022
C -3.901 3.602 -0.711
C -1.524 0.840 0.356
C -1.058 -0.514 -0.270
C -1.685 -1.111 -1.498
C -2.888 -0.646 -2.037
C -3.461 -1.253 -3.149
C -2.856 -2.346 -3.748
C -1.687 -2.856 -3.198
C -1.117 -2.248 -2.090
H -3.806 4.790 -2.493
H -1.763 3.669 -3.330
H -0.719 1.852 -2.005
H -3.773 2.263 0.957
H -4.788 4.098 -0.337
H -0.683 1.287 0.890
H -3.408 0.187 -1.582
H -4.395 -0.864 -3.538
H -3.293 -2.808 -4.625
H -1.220 -3.731 -3.635
H -0.215 -2.680 -1.673
```

Properties
* frontier orbital gap: 7.95 eV
* 2S+1: 1
* E_LUMO: -2.634 eV
* charge: +1
* HOMO: -10.6 eV

=====

--- Q ---
This record from the Open Molecules 2025 dataset describes a structure of composition C26H30N6OSTl. The level of theory is ωB97M-V with the def2-TZVPD basis set.

```
65
Properties=species:S:1:pos:R:3
Tl 0.471 1.674 -0.209
N 0.902 5.988 2.277
C 0.433 4.855 1.721
O 1.125 4.170 0.978
C -0.988 4.468 2.126
C -1.671 3.564 1.167
H 1.835 6.290 2.052
H 0.322 6.582 2.843
H -1.565 5.392 2.258
H -0.925 4.007 3.116
H -1.849 3.899 0.155
H -2.189 2.682 1.516
C 4.519 0.835 -3.422
N 3.572 -0.207 -3.061
C 3.167 -1.249 -3.875
C 2.323 -2.007 -3.162
N 2.204 -1.424 -1.902
C 2.994 -0.305 -1.845
S 3.313 0.742 -0.562
C 1.372 -1.989 -0.880
C 1.355 -3.413 -0.823
C 0.393 -4.027 -0.015
C -0.439 -3.258 0.734
C -0.276 -1.775 0.795
N 0.664 -1.197 -0.161
H 4.782 0.709 -4.469
H 5.411 0.760 -2.803
H 4.068 1.813 -3.266
H 3.511 -1.348 -4.888
H 1.762 -2.881 -3.436
H 2.057 -3.990 -1.404
H 0.305 -5.105 -0.007
H -1.213 -3.696 1.350
H 0.129 -1.564 1.795
N 2.206 0.301 2.581
N 1.679 1.562 2.168
H 2.931 0.416 3.281
H 2.624 -0.124 1.759
H 2.377 2.296 2.083
H 0.988 1.857 2.848
C -1.510 -3.454 -3.935
C -1.019 -2.160 -3.825
C -1.268 -1.413 -2.683
C -2.018 -1.948 -1.638
C -2.529 -3.238 -1.768
C -2.268 -3.990 -2.903
C -2.341 -1.130 -0.439
C -1.620 -1.038 0.680
C -2.073 -0.190 1.821
C -3.422 0.156 1.966
C -3.845 0.985 2.990
C -2.933 1.480 3.915
C -1.600 1.122 3.804
C -1.174 0.294 2.770
H -1.321 -4.034 -4.828
H -0.452 -1.724 -4.638
H -0.888 -0.401 -2.601
H -3.132 -3.654 -0.970
H -2.668 -4.992 -2.988
H -3.262 -0.559 -0.510
H -4.160 -0.249 1.287
H -4.895 1.230 3.080
H -3.267 2.114 4.726
H -0.885 1.466 4.543
H -0.127 0.027 2.735
```

Properties
* frontier orbital gap (spin up / spin down): 7.58 / 6.64 eV
* 2S+1: 1
* E_LUMO (spin up / spin down): -2.664 / -3.544 eV
* charge: +1
* HOMO (spin up / spin down): -10.2 / -10.2 eV

=====

Stability check: which of them is least stable? P.